Record 1
A structure of composition C39H26N12ORbS. Source: OMol25; level of theory: wB97M-V/def2-TZVPD.

Element x y z (Å)
Rb  -1.6865  -0.8092  0.9823
C  -5.3116  3.2812  -3.1995
C  -5.2241  2.1803  -4.0491
C  -4.3392  1.1387  -3.7799
C  -3.5640  1.2331  -2.6421
C  -2.4870  0.3692  -2.0770
N  -2.0743  -0.7478  -2.5965
C  -0.8691  -1.2392  -2.0735
C  0.3757  -0.8538  -2.3579
C  1.1674  0.2243  -2.9566
C  2.4338  -0.2311  -3.7397
C  3.0428  -1.5961  -3.2941
C  2.4413  -2.3311  -2.0388
C  1.2995  -1.5184  -1.4196
C  0.3330  -2.2291  -0.4948
N  0.6518  -2.8240  0.7031
C  0.8889  -2.0498  1.7283
N  0.7245  -0.7018  1.7518
C  0.7088  -0.2798  3.0386
N  0.3920  0.9019  3.5081
C  -0.2842  1.8343  2.7856
N  -1.0671  1.6001  1.7105
C  -1.6493  2.7507  1.3225
N  -2.5001  2.9565  0.2815
C  -2.6594  2.1005  -0.7007
N  -2.0087  0.9418  -0.9345
C  -3.6492  2.3340  -1.7937
C  -4.5204  3.3721  -2.0570
C  -1.2519  3.8243  2.2298
C  -1.5741  5.1729  2.3014
C  -1.0147  5.9238  3.3240
C  -0.1465  5.3393  4.2565
C  0.1805  3.9942  4.1846
C  -0.3803  3.2385  3.1627
C  1.0682  -1.4215  3.9306
C  1.2351  -1.5242  5.2964
C  1.5282  -2.7807  5.8213
C  1.6294  -3.8990  4.9976
C  1.4410  -3.7918  3.6214
C  1.1685  -2.5410  3.1084
N  -0.8647  -2.2266  -1.0067
H  -6.0051  4.0789  -3.4368
H  -5.8500  2.1384  -4.9320
H  -4.2545  0.2823  -4.4368
H  0.6326  1.0370  -3.4433
H  2.4049  -0.1474  -4.8253
H  3.2384  -2.2474  -4.1428
H  2.4333  -3.4162  -2.0739
H  -4.5750  4.2245  -1.3923
H  -2.2453  5.6135  1.5752
H  -1.2510  6.9778  3.4083
H  0.2735  5.9515  5.0455
H  0.8521  3.5405  4.9025
H  1.1372  -0.6532  5.9312
H  1.6723  -2.8939  6.8888
H  1.8499  -4.8644  5.4357
H  1.5020  -4.6552  2.9712
N  -3.0877  -3.8554  0.3108
C  -4.0997  -3.2769  0.9763
N  -4.4290  -2.0099  0.5847
S  -4.9184  -4.0269  2.2284
H  -2.4265  -3.3272  -0.2674
H  -2.7532  -4.7179  0.7047
H  -4.1622  -1.6928  -0.3377
H  -5.3155  -1.6858  0.9309
N  6.5745  -1.7050  -3.1321
C  5.4428  -2.1888  -2.5519
O  5.3438  -3.3489  -2.1966
C  4.3086  -1.2005  -2.4357
C  4.5641  0.2388  -2.6101
C  3.2598  0.8168  -2.9391
C  2.1539  0.6742  -1.8241
N  2.3159  -0.5200  -0.9519
C  3.4216  -1.5060  -1.1947
H  7.3577  -2.3236  -3.2460
H  6.6298  -0.7488  -3.4327
H  5.3396  0.7735  -2.0722
H  3.2484  1.8302  -3.3388
H  1.9243  1.5598  -1.2341
H  3.9084  -1.8413  -0.2813

Force components x, y, z for each atom (eV/Å):
Rb -2.02 -0.36 1.30
C 0.00 -0.01 0.00
C 0.01 0.00 0.02
C -0.03 -0.02 -0.02
C -0.01 -0.03 0.03
C 0.08 -0.08 0.14
N 0.05 0.02 0.00
C 0.03 0.07 -0.20
C 0.01 -0.12 0.00
C -0.03 0.02 0.04
C 0.01 -0.02 0.01
C -0.01 0.04 -0.02
C 0.02 -0.01 0.05
C 0.08 -0.03 -0.03
C 0.07 -0.04 -0.14
N 0.16 -0.09 -0.01
C 0.08 0.08 -0.06
N 0.51 0.04 0.10
C 0.23 0.14 -0.09
N -0.10 -0.08 0.04
C 0.00 -0.01 -0.05
N 0.21 0.47 0.01
C 0.10 0.08 -0.01
N -0.02 -0.02 0.01
C 0.12 0.04 0.06
N 0.17 0.38 -0.36
C 0.00 -0.03 0.00
C -0.03 0.00 0.01
C -0.03 -0.02 -0.04
C 0.03 0.02 0.01
C -0.01 -0.02 -0.01
C 0.00 -0.01 0.00
C 0.02 0.04 0.01
C 0.03 -0.01 0.01
C 0.03 -0.02 0.00
C 0.01 0.01 0.04
C 0.00 -0.01 -0.01
C 0.00 0.02 -0.01
C 0.01 -0.01 0.00
C 0.04 0.02 -0.03
N 0.29 -0.34 -0.47
H 0.00 0.00 0.00
H 0.00 0.00 0.00
H 0.01 0.00 0.00
H 0.02 0.00 -0.01
H 0.00 0.00 0.00
H 0.01 -0.01 0.00
H 0.00 0.00 -0.02
H 0.00 0.00 0.00
H 0.00 0.00 0.00
H 0.00 0.00 0.00
H 0.00 0.00 0.00
H -0.01 -0.02 0.00
H 0.00 0.01 -0.01
H 0.00 0.00 0.00
H 0.00 0.00 0.00
H 0.00 0.00 0.00
N 0.11 0.11 0.11
C -0.09 -0.08 -0.07
N -0.05 -0.13 -0.15
S 0.02 0.02 -0.02
H -0.02 0.02 -0.05
H -0.01 -0.02 -0.02
H -0.04 -0.07 -0.07
H 0.01 0.05 0.01
N 0.01 0.01 0.05
C -0.03 -0.01 -0.11
O 0.03 0.00 0.05
C 0.01 0.01 0.04
C -0.04 0.02 0.06
C 0.02 -0.01 0.00
C 0.01 0.01 -0.03
N -0.02 0.01 -0.03
C -0.03 0.00 -0.01
H -0.01 -0.01 -0.02
H -0.01 0.00 -0.01
H 0.03 -0.01 -0.04
H 0.00 0.00 -0.01
H -0.01 -0.01 0.03
H 0.00 0.01 0.01

Its LUMO energy (spin up / spin down) is 1.481 / 1.695 eV. Its net charge is -1. The value obtained for the orbital gap (spin up / spin down) is 6.63 / 5.05 eV.


Record 2
The molecule CH5N3OS. Source: OMol25; level of theory: wB97M-V/def2-TZVPD.

Element x y z (Å)
C  -0.5017  -0.5171  0.4024
N  -1.4152  0.5114  0.0162
N  0.5947  -0.8884  -0.5075
N  2.1599  0.9175  0.5618
O  -0.7263  1.7351  -0.2326
S  2.1923  -0.4530  0.1220
H  0.0126  -0.0731  1.1909
H  -1.0224  -1.3899  0.7389
H  -1.9672  0.2440  -0.7555
H  0.4048  -1.6700  -1.1320
H  0.2684  1.5835  -0.4048

Force components x, y, z for each atom (eV/Å):
C 0.11 0.33 -0.91
N 1.04 0.17 0.95
N 0.47 0.15 0.19
N 0.28 0.98 0.51
O 1.03 -0.20 -0.39
S -1.21 -1.37 -1.49
H 0.65 0.50 1.93
H -0.55 -0.47 0.08
H -0.44 0.10 -1.48
H 0.58 0.06 0.28
H -1.96 -0.25 0.33

Its LUMO energy is -0.769 eV. Its net charge is 0. The value obtained for the orbital gap is 8.28 eV.